(1)
Here is a structure of composition C37H35NO3PPdS2 from OMol25. Energies are from ωB97M-V/def2-TZVPD.

Atoms and positions in Å:
1 Pd -0.2089 -0.6854 0.2252
2 O 1.8431 -0.1855 0.0807
3 S 2.7742 0.9834 -0.2059
4 C 2.0933 1.7011 -1.7542
5 C 2.2320 3.2001 -2.0309
6 C 0.9481 4.0348 -2.0692
7 C 0.3597 4.5199 -0.7385
8 S -0.8965 3.3769 -0.1110
9 O -0.3248 2.0396 0.0446
10 C -1.6522 4.0085 1.3022
11 C -1.8940 5.3882 1.4131
12 C -2.5553 5.8466 2.5330
13 C -3.0003 4.9462 3.4980
14 C -2.7876 3.5744 3.3574
15 C -2.1252 3.0887 2.2515
16 C 2.5524 2.2448 1.0293
17 C 3.4820 3.2805 1.0190
18 C 3.4093 4.2680 1.9911
19 C 2.4419 4.1937 2.9847
20 C 1.5623 3.1186 3.0231
21 C 1.6198 2.1308 2.0503
22 H 1.0592 1.3570 -1.7749
23 H 2.6338 1.1306 -2.5101
24 H 2.6688 3.2958 -3.0254
25 H 2.9524 3.6732 -1.3620
26 H 0.1776 3.5399 -2.6667
27 H 1.1855 4.9505 -2.6134
28 H -0.1621 5.4676 -0.8676
29 H 1.0863 4.6015 0.0768
30 H -1.5710 6.0886 0.6554
31 H -2.7353 6.9055 2.6550
32 H -3.5297 5.3175 4.3656
33 H -3.1517 2.8938 4.1141
34 H -1.9551 2.0288 2.1162
35 H 4.2787 3.3068 0.2841
36 H 4.1288 5.0751 1.9897
37 H 2.4052 4.9522 3.7549
38 H 0.8489 3.0327 3.8321
39 H 0.9738 1.2641 2.1042
40 O -2.7529 0.4811 -1.1824
41 C -2.3287 -0.5754 -0.8779
42 C -2.9030 -1.9279 -1.0074
43 C -4.2864 -2.0509 -1.1132
44 C -4.8469 -3.3174 -1.1942
45 C -4.0319 -4.4410 -1.1714
46 C -2.6501 -4.3194 -1.0678
47 C -2.0661 -3.0605 -0.9817
48 P -0.2744 -2.8799 -0.8968
49 C 0.3359 -2.2992 -2.4775
50 C -0.4933 -2.1964 -3.5996
51 C 0.0384 -1.7845 -4.8110
52 C 1.3905 -1.4824 -4.9106
53 C 2.2188 -1.5803 -3.7968
54 C 1.6966 -1.9760 -2.5789
55 C 0.4599 -4.4239 -0.4086
56 C 0.1268 -4.9511 0.8452
57 C 0.6554 -6.1651 1.2405
58 C 1.5270 -6.8484 0.3984
59 C 1.8669 -6.3236 -0.8411
60 C 1.3386 -5.1095 -1.2515
61 H -4.9083 -1.1663 -1.1346
62 H -5.9189 -3.4267 -1.2833
63 H -4.4722 -5.4264 -1.2438
64 H -2.0330 -5.2079 -1.0649
65 H -1.5407 -2.4614 -3.5378
66 H -0.5975 -1.7217 -5.6834
67 H 1.8045 -1.1827 -5.8641
68 H 3.2754 -1.3646 -3.8861
69 H 2.3408 -2.0525 -1.7099
70 H -0.5573 -4.4195 1.4975
71 H 0.3921 -6.5854 2.2013
72 H 1.9387 -7.7986 0.7104
73 H 2.5384 -6.8643 -1.4935
74 H 1.5925 -4.7131 -2.2254
75 C 0.0101 -2.2248 4.6950
76 C -0.0554 -1.7265 3.3333
77 N -0.0849 -1.3308 2.2589
78 H -0.0089 -3.3139 4.6807
79 H -0.8425 -1.8518 5.2604
80 H 0.9384 -1.8840 5.1524

Values from the calculation:
HOMO-LUMO gap (spin up / spin down) (eV): 7.28 / 5.01
2S+1: 5
Net charge: +3
HOMO (spin up / spin down) (eV): -15.0422 / -16.3834
E (a.u.): -2975.93646

(2)
Here is a structure of composition C23H47N2O7S2 at a distorted geometry from OMol25. Energies are from ωB97M-V/def2-TZVPD.

Atoms and positions in Å:
1 C 4.3753 -4.0944 1.2474
2 C 3.8683 -2.9061 0.4015
3 C 3.5171 -1.6396 1.2226
4 C 1.9880 -1.3654 1.3847
5 N 1.4783 -1.6721 2.7324
6 S 1.1971 -3.3179 2.9751
7 O 1.2938 -3.9793 1.6870
8 O 2.1812 -3.7252 3.9400
9 N -0.2866 -3.5438 3.6499
10 S -1.0080 -4.8728 3.0770
11 O -2.1623 -5.1350 3.9185
12 O -0.1804 -6.0559 3.0215
13 C -1.7782 -4.5214 1.4478
14 C -2.6990 -3.3094 1.6525
15 C -2.1877 -2.0238 1.6153
16 C -3.0417 -0.9475 1.8544
17 C -4.3711 -1.2186 2.1241
18 C -4.8760 -2.4945 2.1435
19 C -4.0362 -3.5721 1.9098
20 H 5.3991 -3.9231 1.6203
21 H 4.3610 -5.0150 0.6424
22 H 3.7533 -4.2955 2.1265
23 H 3.0298 -3.2484 -0.2170
24 H 4.6961 -2.6425 -0.2815
25 H 4.0147 -1.5962 2.2003
26 H 3.9092 -0.7820 0.6467
27 H 1.8882 -0.2732 1.2600
28 H 1.4074 -1.8110 0.5638
29 H 0.6854 -1.1002 3.0012
30 H -1.0270 -4.3472 0.6689
31 H -2.3858 -5.3844 1.1446
32 H -1.1209 -1.9169 1.4209
33 H -2.6198 0.0570 1.8554
34 H -5.0272 -0.3716 2.3413
35 H -5.9255 -2.6912 2.3648
36 H -4.4005 -4.5975 1.9316
37 C -1.2399 4.6714 1.3164
38 C -0.5300 3.3835 1.7032
39 O 0.1115 2.7414 0.6226
40 C 1.1218 3.4826 -0.0341
41 C 2.2724 3.8843 0.8729
42 H -1.9743 4.4797 0.5311
43 H -1.7527 5.0952 2.1813
44 H -0.5449 5.4244 0.9392
45 H -1.2617 2.6675 2.0801
46 H 0.1742 3.5614 2.5238
47 H 0.6882 4.3610 -0.5272
48 H 1.5057 2.8405 -0.8285
49 H 1.9460 4.5360 1.6844
50 H 3.0348 4.4169 0.3021
51 H 2.7270 3.0004 1.3242
52 C -1.7571 -4.6504 -4.9747
53 C -1.0200 -4.1627 -3.7374
54 O -1.8302 -4.0887 -2.5821
55 C -2.4201 -5.3031 -2.1497
56 C -1.4079 -6.3838 -1.8074
57 H -2.6111 -4.0045 -5.1885
58 H -1.0896 -4.6481 -5.8385
59 H -2.1367 -5.6655 -4.8500
60 H -0.6568 -3.1496 -3.9167
61 H -0.1355 -4.7794 -3.5433
62 H -3.1405 -5.6616 -2.8951
63 H -2.9966 -5.0617 -1.2554
64 H -0.8064 -6.6707 -2.6720
65 H -1.9179 -7.2769 -1.4430
66 H -0.7229 -6.0343 -1.0334
67 C 1.1286 6.7719 -3.2932
68 C 0.2167 7.1513 -2.1386
69 O 0.9066 7.6699 -1.0148
70 C 1.6633 8.8469 -1.2306
71 C 0.8374 10.0275 -1.7131
72 H 1.8693 6.0388 -2.9679
73 H 0.5461 6.3439 -4.1103
74 H 1.6707 7.6334 -3.6861
75 H -0.3030 6.2572 -1.7912
76 H -0.5585 7.8525 -2.4670
77 H 2.4922 8.6440 -1.9180
78 H 2.1139 9.0961 -0.2690
79 H 0.3684 9.8325 -2.6785
80 H 1.4686 10.9110 -1.8201
81 H 0.0412 10.2514 -1.0008

Values from the calculation:
HOMO-LUMO gap (eV): 7.54
Net charge: -1
HOMO (eV): -5.5392
E (a.u.): -2337.10398
Relative energy (zero: lowest compared OMol25 entry of this formula, charge and spin) (kcal per mole): 14.2

(3)
Here is a structure of composition C20H19N2O7RuS from OMol25. Energies are from ωB97M-V/def2-TZVPD.

Atoms and positions in Å:
1 Ru 0.7483 -0.2811 0.1782
2 O 4.6825 -0.6369 -0.4536
3 C 3.6282 -0.2644 0.0004
4 O 2.5644 -1.0391 0.0835
5 C 3.4800 1.1584 0.5499
6 C 2.6822 1.1751 1.8555
7 C 2.8767 2.4837 2.6081
8 C 2.0751 3.4815 1.7327
9 C 1.5455 2.5775 0.6266
10 O 1.3093 1.3329 1.3572
11 C 2.6574 2.1682 -0.3359
12 C 2.0457 1.6477 -1.6332
13 O 2.3204 2.1702 -2.6876
14 O 1.1666 0.6792 -1.5213
15 H 4.4893 1.5338 0.6981
16 H 2.7311 0.2623 2.4420
17 H 3.9315 2.7375 2.6914
18 H 2.4597 2.4137 3.6106
19 H 2.6881 4.2816 1.3226
20 H 1.2554 3.9294 2.2916
21 H 0.6144 2.8857 0.1581
22 H 3.2689 3.0216 -0.6184
23 C -2.4573 -2.2122 -3.9099
24 C -1.9527 -2.4246 -2.5113
25 C -0.6247 -2.1379 -2.1860
26 C -0.1743 -2.3078 -0.8876
27 C -1.0461 -2.7523 0.1036
28 C -2.3620 -3.0388 -0.1895
29 C -2.7967 -2.8899 -1.5040
30 S -0.4598 -2.5367 1.7562
31 O -1.3954 -3.0961 2.6845
32 O 0.9300 -2.8841 1.7742
33 N -0.4686 -0.8739 1.8024
34 C -1.5833 -0.2154 1.3012
35 C -2.8877 -0.1845 1.7778
36 C -3.7967 0.5635 1.0490
37 C -3.4021 1.2447 -0.0996
38 C -2.0845 1.1627 -0.5056
39 N -1.2129 0.4455 0.1989
40 H -1.6936 -2.4623 -4.6451
41 H -2.7284 -1.1656 -4.0640
42 H -3.3399 -2.8186 -4.1084
43 H 0.0651 -1.7695 -2.9355
44 H 0.9091 -2.2381 -0.6818
45 H -3.0347 -3.3641 0.5926
46 H -3.8255 -3.1289 -1.7467
47 H -3.1569 -0.7317 2.6694
48 H -4.8269 0.6176 1.3775
49 H -4.1068 1.8282 -0.6739
50 H -1.7075 1.6521 -1.3951

Values from the calculation:
HOMO-LUMO gap (spin up / spin down) (eV): 8.42 / 8.05
2S+1: 2
HOMO (spin up / spin down) (eV): -9.2209 / -9.1773
E (a.u.): -1902.81776
Relative energy (zero: lowest compared OMol25 entry of this formula, charge and spin) (kcal per mole): 0.0

(4)
Here is the molecule C2H4ClNOS at a distorted geometry from OMol25. Energies are from ωB97M-V/def2-TZVPD.

Atoms and positions in Å:
1 O -0.6944 1.6467 -0.0916
2 N 0.5262 1.0577 -0.3166
3 C 0.7739 -0.1971 0.0156
4 S 2.2028 -0.9599 -0.4027
5 C -0.3871 -0.9949 0.6483
6 Cl -1.7144 -1.1959 -0.5570
7 H -1.1013 1.5154 -0.9200
8 H 1.2500 1.6632 -0.7703
9 H -0.8730 -0.5555 1.4992
10 H 0.0173 -1.9798 0.8951

Values from the calculation:
HOMO-LUMO gap (eV): 8.97
HOMO (eV): -8.7664
E (a.u.): -1066.91659
Relative energy (zero: lowest compared OMol25 entry of this formula, charge and spin) (kcal per mole): 40.1
SMILES string: ONC(=S)CCl

(5)
Here is a structure of composition C16H33BN2OP2Tc at a distorted geometry from OMol25. Energies are from ωB97M-V/def2-TZVPD.

Atoms and positions in Å:
1 Tc -0.1212 -0.0282 -0.1380
2 P -1.8855 -1.5610 -0.2889
3 P 1.8889 1.6446 0.5929
4 N 0.9466 -0.6492 -1.4567
5 H -0.9320 1.3467 -0.4961
6 C -3.4073 -1.1319 -1.2450
7 H -4.1010 -1.9793 -1.3429
8 H -3.1133 -0.8097 -2.2490
9 H -3.9404 -0.3024 -0.7702
10 C -2.5977 -2.3341 1.2241
11 H -3.4075 -3.0366 0.9817
12 H -2.9913 -1.5766 1.9077
13 H -1.8042 -2.8779 1.7441
14 C -1.3199 -3.0495 -1.2090
15 H -2.1182 -3.7929 -1.3108
16 H -0.4766 -3.4974 -0.6750
17 H -0.9765 -2.7533 -2.2040
18 C 1.6065 3.3470 -0.0134
19 H 2.4794 3.9667 0.2397
20 H 0.7121 3.8238 0.4104
21 H 1.5023 3.3454 -1.1054
22 C 2.1682 1.8795 2.3493
23 H 2.9255 2.6310 2.5085
24 H 2.4445 0.9361 2.8087
25 H 1.2970 2.2209 2.9109
26 C 3.4171 1.1071 -0.0888
27 H 4.1785 1.8370 0.1794
28 H 3.3282 1.0294 -1.1695
29 H 3.6546 0.1322 0.3302
30 C 1.6103 -1.2891 -2.3836
31 C 2.1597 -1.6064 -4.7200
32 C 1.4158 -0.9570 -3.7681
33 C 2.5644 -2.3015 -2.0217
34 C 3.2892 -2.9218 -3.0145
35 C 3.0946 -2.5844 -4.3568
36 H 2.0068 -1.3443 -5.7586
37 H 0.6758 -0.1842 -3.9773
38 H 2.6678 -2.5241 -0.9564
39 H 4.0114 -3.6769 -2.7299
40 H 3.6755 -3.0866 -5.1302
41 C -1.9562 1.2601 2.5562
42 O -1.0510 0.1128 2.0611
43 C -3.0904 1.4315 1.5507
44 H -3.7024 2.2611 1.8945
45 H -3.7342 0.5469 1.4581
46 H -2.7046 1.6687 0.5364
47 C -2.0564 1.3904 3.9953
48 H -2.1524 2.6244 4.0672
49 H -1.1049 1.0863 4.4161
50 H -2.9616 1.0459 4.4121
51 B -0.6884 3.3131 3.5266
52 C -0.7699 2.3933 2.2784
53 N -0.1014 1.5360 1.5036
54 H 0.1852 4.0256 3.3833
55 H -0.2232 3.0322 4.6312
56 H -1.3979 4.1867 3.2387

Values from the calculation:
HOMO-LUMO gap (spin up / spin down) (eV): 6.32 / 5.52
2S+1: 4
HOMO (spin up / spin down) (eV): -6.9707 / -7.2524
E (a.u.): -1602.13701
Relative energy (zero: lowest compared OMol25 entry of this formula, charge and spin) (kcal per mole): 93.0

(6)
Here is the molecule C3H7ClO3S at a distorted geometry from OMol25. Energies are from ωB97M-V/def2-TZVPD.

Atoms and positions in Å:
1 C -3.1170 1.2901 -0.1488
2 C -2.2665 0.0118 0.2699
3 O -0.8452 0.2129 -0.2382
4 S 0.3054 -0.9185 0.0814
5 O 0.4364 -1.2818 1.4464
6 O 0.0235 -1.8672 -0.9636
7 C 1.5156 0.1147 -0.7719
8 Cl 1.9253 1.4899 0.1926
9 H -3.9753 1.6253 0.4577
10 H -2.2853 2.1539 -0.0944
11 H -3.5034 1.4218 -1.1455
12 H -2.3550 -0.0478 1.4054
13 H -2.7778 -0.8030 -0.2371
14 H 0.9679 0.4666 -1.7219
15 H 2.6023 -0.4594 -1.2936

Values from the calculation:
HOMO-LUMO gap (eV): 11.60
HOMO (eV): -10.9911
E (a.u.): -1202.50672
Relative energy (zero: lowest compared OMol25 entry of this formula, charge and spin) (kcal per mole): 39.1
SMILES string: CCOS(=O)(=O)CCl

Which value of E does entry 5 give? -1602.13701 a.u.